{"formula": "C4H5NO", "method": "ωB97M-V/def2-TZVPD", "energy_ev": -7764.316, "smiles": "Cc1ccno1", "multiplicity": 1, "gap_ev": 10.6, "symbols": ["C", "C", "C", "C", "N", "O", "H", "H", "H", "H", "H"], "xyz": [[1.30145, 1.00952, -0.51971], [0.10696, 0.32925, 0.18441], [-0.80351, -0.43391, -0.44229], [-1.40679, -1.26569, 0.55796], [-0.98890, -0.93868, 1.74917], [-0.05477, 0.06722, 1.58639], [2.17477, 0.39368, -0.28286], [1.28126, 1.01792, -1.63471], [1.49558, 2.03717, -0.21264], [-1.06940, -0.07138, -1.41856], [-2.03664, -2.14510, 0.43284]], "forces_ev_per_a": [[-0.189, -0.045, 0.759], [-0.102, -0.619, 1.167], [-0.187, 0.590, -0.033], [-0.011, 0.365, -0.034], [0.326, -0.052, -0.672], [1.279, 0.558, -1.991], [0.022, 0.229, 0.165], [-0.774, -0.269, 0.896], [-0.037, -0.101, 0.238], [-0.199, -1.201, -0.601], [-0.128, 0.545, 0.106]], "lowdin_charge": [-0.015, -0.247, -0.059, -0.139, 0.045, -0.048, 0.082, 0.092, 0.071, 0.108, 0.112]}

{"formula": "C4H5NO", "method": "ωB97M-V/def2-TZVPD", "energy_ev": -7764.819, "smiles": "CC(=C=N)C=O", "multiplicity": 1, "gap_ev": 9.7, "symbols": ["C", "C", "C", "O", "N", "C", "H", "H", "H", "H", "H"], "xyz": [[0.80576, 0.76393, 0.93979], [-0.10359, 0.06726, -0.04725], [-1.12800, 0.74495, -0.83721], [-1.87280, 0.17844, -1.61358], [-0.18433, -2.44224, -0.39839], [-0.12611, -1.23909, -0.24838], [0.56641, 1.83241, 0.93054], [0.70183, 0.40774, 1.97093], [1.86357, 0.67448, 0.66100], [-1.22213, 1.82465, -0.60994], [0.69940, -2.81253, -0.74753]], "forces_ev_per_a": [[-0.003, 0.116, 0.093], [-0.114, -0.106, 0.004], [-0.280, -0.058, -0.243], [0.251, 0.520, 0.159], [0.600, 0.571, 0.787], [0.277, -0.589, 0.235], [0.005, -0.134, 0.050], [-0.076, 0.012, -0.217], [-0.267, -0.031, 0.007], [-0.041, 0.049, -0.177], [-0.354, -0.349, -0.697]], "lowdin_charge": [-0.054, -0.251, -0.262, 0.026, 0.196, -0.107, 0.074, 0.081, 0.079, 0.123, 0.096]}

{"formula": "C4H5NO", "method": "ωB97M-V/def2-TZVPD", "energy_ev": -7760.049, "multiplicity": 1, "gap_ev": 9.7, "symbols": ["C", "C", "C", "C", "N", "O", "H", "H", "H", "H", "H"], "xyz": [[-0.35139, -0.97951, -0.45856], [-1.87633, 1.37664, -0.55254], [0.43825, 0.03641, -0.39034], [1.44497, -0.70988, 0.60449], [-2.40912, 0.42908, -0.15007], [0.58702, 1.30386, -0.62108], [1.44412, -0.20146, 1.52671], [1.39356, -1.79096, 0.51085], [2.46889, -0.62271, 0.17287], [-2.75452, -0.37393, 0.17209], [-0.38544, 1.53244, -0.81443]], "forces_ev_per_a": [[-0.110, -0.781, -0.153], [-1.924, -0.424, 0.221], [1.640, -2.134, 1.540], [1.325, 0.047, -3.005], [1.401, 4.333, -1.653], [-0.266, 0.963, -0.453], [-0.385, -0.032, 1.359], [-0.715, -0.178, 0.960], [-0.581, 0.574, -0.053], [-1.521, -3.587, 1.430], [1.136, 1.219, -0.192]], "lowdin_charge": [0.147, 0.060, -0.603, -0.048, 0.167, 0.028, 0.068, 0.065, 0.097, 0.040, -0.021]}

{"formula": "C4H5NO", "method": "ωB97M-V/def2-TZVPD", "energy_ev": -7764.784, "smiles": "N=C=CCC=O", "multiplicity": 1, "gap_ev": 9.7, "symbols": ["N", "C", "C", "C", "C", "O", "H", "H", "H", "H", "H"], "xyz": [[-1.86554, 0.67765, -1.53326], [-1.33397, 0.08254, -0.60510], [-0.85177, -0.45876, 0.49699], [0.53831, -0.17382, 0.99789], [1.47838, 0.22801, -0.11431], [1.11831, 0.50002, -1.23238], [-1.66151, 0.32611, -2.46781], [-1.50123, -1.13252, 1.04546], [0.95827, -1.02596, 1.55163], [2.54941, 0.30775, 0.15393], [0.57134, 0.66899, 1.70697]], "forces_ev_per_a": [[0.251, -0.222, 0.421], [-0.256, 0.187, -0.139], [-0.180, 0.121, -0.185], [-0.023, 0.065, -0.095], [0.019, 0.095, -0.220], [0.312, -0.168, 0.335], [-0.111, -0.112, 0.137], [0.131, 0.005, -0.115], [-0.067, 0.140, -0.214], [-0.039, -0.029, 0.085], [-0.037, -0.081, -0.011]], "lowdin_charge": [0.149, -0.207, -0.112, -0.170, -0.250, 0.050, 0.079, 0.102, 0.116, 0.121, 0.122]}